1.
12
Properties=species:S:1:pos:R:3 method="wB97M-V/def2-TZVPD" max_force_ev_per_a=5.7 total_energy_ev=-12292.6400 gap_ev=8.7 homo_ev=-9.417
O 2.12 -3.10 0.52
C 1.35 -2.34 -0.12
C 1.45 -0.89 0.33
N 0.69 0.07 0.18
O -0.45 -0.30 -0.56
C -1.38 0.72 -0.45
N -0.83 1.81 0.08
O -1.88 2.82 0.27
H 0.45 -2.48 -0.66
H 2.25 -0.57 1.01
H -2.43 0.62 -0.93
H -1.35 3.66 0.33

2.
99
Properties=species:S:1:pos:R:3 method="wB97M-V/def2-TZVPD" total_charge=-1 max_force_ev_per_a=3.2 total_energy_ev=-57111.2662 gap_ev=8.8 homo_ev=-6.163
B -0.77 0.26 0.21
F -0.78 -0.91 0.93
F -0.26 0.07 -1.12
F -2.04 0.77 0.08
F 0.02 1.20 0.85
C 0.74 0.51 -4.84
C 0.95 1.91 -4.23
C -0.21 2.92 -4.36
O -0.34 3.22 -5.72
C -1.47 4.06 -6.05
N 1.36 1.69 -2.87
H 0.24 0.61 -5.80
H 0.06 -0.11 -4.26
H 1.69 -0.02 -4.91
H 1.79 2.39 -4.74
H -0.12 3.82 -3.75
H -1.08 2.47 -3.87
H -2.31 3.72 -5.43
H -1.78 4.01 -7.09
H -1.26 5.09 -5.78
H 0.67 1.15 -2.37
H 2.19 1.12 -2.79
C -1.02 -2.53 -3.09
C -1.36 -3.39 -1.89
C -0.09 -3.81 -1.08
O 0.76 -4.70 -1.84
C 0.14 -5.87 -2.40
N -2.13 -2.47 -1.16
H -0.32 -1.72 -2.88
H -1.91 -2.13 -3.59
H -0.38 -3.09 -3.76
H -1.89 -4.25 -2.30
H -0.29 -4.17 -0.07
H 0.56 -2.97 -0.82
H -0.26 -6.49 -1.59
H 0.91 -6.52 -2.81
H -0.63 -5.72 -3.15
H -1.54 -1.83 -0.65
H -2.64 -2.85 -0.38
C 3.46 -0.11 1.92
C 2.99 -0.21 0.50
C 4.10 0.15 -0.48
O 3.57 0.36 -1.76
C 4.58 0.43 -2.79
N 2.46 -1.55 0.15
H 3.96 0.84 2.10
H 4.12 -0.98 2.00
H 2.68 -0.13 2.69
H 2.20 0.52 0.36
H 4.93 -0.53 -0.28
H 4.64 1.10 -0.40
H 5.33 -0.33 -2.55
H 5.20 1.32 -2.86
H 4.18 0.16 -3.77
H 1.56 -1.50 0.61
H 2.34 -1.32 -0.83
C 0.98 1.01 5.53
C 0.71 2.40 4.88
C 1.45 3.61 5.48
O 1.02 4.91 4.93
C 1.79 6.05 5.42
N 1.11 2.21 3.50
H 0.81 1.01 6.61
H 1.99 0.64 5.39
H 0.41 0.21 5.06
H -0.36 2.58 5.01
H 2.52 3.42 5.36
H 1.30 3.56 6.56
H 1.89 5.98 6.50
H 1.39 7.03 5.17
H 2.77 5.94 4.93
H 0.72 2.98 2.97
H 0.69 1.34 3.21
C -3.19 -0.98 3.34
C -3.60 -1.66 2.05
C -2.97 -3.10 2.08
O -3.38 -3.81 0.95
C -3.08 -5.20 0.95
N -5.03 -1.68 1.92
H -3.44 0.08 3.31
H -2.15 -1.12 3.62
H -3.76 -1.31 4.21
H -3.29 -1.04 1.21
H -3.34 -3.53 3.01
H -1.90 -2.92 1.97
H -3.82 -5.69 1.59
H -2.08 -5.47 1.29
H -3.19 -5.51 -0.08
H -5.54 -2.25 2.57
H -5.18 -2.08 1.01
O -1.99 3.23 1.48
H -1.25 3.79 1.72
H -1.59 2.50 1.02
O 1.48 2.95 -0.32
H 0.92 2.36 0.18
H 1.33 2.70 -1.23
O -3.17 0.42 -2.80
H -2.77 1.14 -2.32
H -2.72 -0.37 -2.48

3.
79
Properties=species:S:1:pos:R:3 method="wB97M-V/def2-TZVPD" max_force_ev_per_a=8.3 total_energy_ev=-48794.7143 gap_ev=7.0 smiles="O=C1c2ccc(CCCF)cc2C(=O)c2cc(CCc3ccccc3)ccc21.CO.CO.CO.CO.CO" homo_ev=-8.354
O -5.96 3.70 1.68
C -4.98 2.80 1.87
C -4.54 2.21 3.37
C -4.45 3.11 4.73
C -3.94 2.36 6.14
C -3.54 0.77 6.24
C -3.00 0.00 7.59
C -1.48 0.53 7.92
C -0.28 -0.25 7.11
F -0.66 -0.76 5.77
C -3.64 -0.14 4.86
C -4.13 0.61 3.50
C -4.20 -0.25 2.06
O -4.67 -1.50 2.01
C -3.66 0.60 0.73
C -2.72 -0.14 -0.39
C -2.17 0.73 -1.67
C -1.19 0.14 -2.84
C -1.20 -1.49 -3.00
C 0.22 -2.11 -3.61
C 1.45 -1.18 -4.21
C 2.88 -1.75 -4.78
C 3.15 -3.37 -4.77
C 1.95 -4.36 -4.23
C 0.50 -3.76 -3.65
C -2.62 2.34 -1.82
C -3.57 3.11 -0.68
C -4.06 2.22 0.60
H -4.70 4.28 4.71
H -3.84 3.02 7.12
H -3.71 0.09 8.51
H -2.94 -1.17 7.35
H -1.30 0.30 9.08
H -1.44 1.69 7.69
H 0.58 0.55 6.92
H 0.21 -1.15 7.69
H -3.37 -1.30 4.83
H -2.47 -1.27 -0.22
H -1.36 0.72 -3.86
H -0.08 0.43 -2.51
H -2.15 -1.89 -3.58
H -1.29 -1.98 -1.91
H 1.29 0.00 -4.23
H 3.69 -1.00 -5.15
H 4.21 -3.74 -5.16
H 2.17 -5.53 -4.27
H -0.28 -4.56 -3.28
H -2.27 3.00 -2.73
H -3.87 4.23 -0.81
C 5.71 -3.30 -8.03
O 5.45 -1.92 -7.84
H 6.19 -3.69 -7.13
H 4.77 -3.82 -8.20
H 6.37 -3.43 -8.88
H 5.02 -1.59 -8.66
C 0.47 4.37 -1.30
O -0.27 4.22 -2.50
H -0.22 4.45 -0.46
H 1.12 3.50 -1.16
H 1.08 5.28 -1.36
H 0.37 4.16 -3.23
C -0.03 2.30 2.37
O -0.92 2.68 1.34
H 0.67 3.12 2.55
H -0.59 2.10 3.28
H 0.53 1.41 2.07
H -1.53 1.93 1.20
C 1.38 3.70 6.55
O 1.51 3.15 5.25
H 1.89 4.66 6.58
H 0.32 3.84 6.78
H 1.83 3.02 7.28
H 1.05 2.30 5.25
C 6.82 -7.03 -8.42
O 6.58 -6.15 -7.33
H 6.12 -6.80 -9.22
H 7.84 -6.90 -8.78
H 6.67 -8.06 -8.09
H 7.22 -6.38 -6.63

4.
50
Properties=species:S:1:pos:R:3 method="wB97M-V/def2-TZVPD" total_charge=+1 max_force_ev_per_a=3.0 total_energy_ev=-300343.0582 gap_ev="4.0 / 4.0" homo_ev="-10.631 / -10.631"
Re 0.06 -0.17 -1.41
N 5.07 1.10 -0.02
C 4.13 0.06 0.01
C 2.87 0.38 -0.44
N 1.96 -0.59 -0.57
C 2.37 -1.84 -0.23
C 3.53 -2.07 0.47
N 4.47 -1.09 0.59
H 5.12 1.54 -0.96
H 5.95 0.61 0.17
H 2.59 1.40 -0.56
H 1.63 -2.62 -0.37
H 3.73 -3.05 0.92
O -0.09 -1.84 -1.67
N -4.65 1.61 -3.77
N -3.66 0.86 -3.07
N -4.05 -0.26 -2.46
C -2.92 -0.57 -1.85
N -1.91 0.36 -2.07
N -2.42 1.30 -2.84
H -4.26 1.84 -4.66
H -4.78 2.50 -3.29
H -2.74 -1.44 -1.23
C -1.33 -2.38 3.89
N -0.24 -2.10 2.97
C 1.07 -2.08 3.55
C -0.43 -1.36 1.77
C -0.60 0.16 1.63
C -0.89 0.94 2.71
C -1.15 2.32 2.65
C -1.05 2.94 1.40
C -0.79 2.15 0.27
C -0.51 0.78 0.39
H -0.98 -3.27 4.43
H -2.32 -2.32 3.45
H -1.35 -1.57 4.70
H 1.23 -2.96 4.18
H 1.32 -1.16 4.09
H 1.81 -2.25 2.80
H -1.29 -1.80 1.34
H 0.32 -1.67 0.99
H -1.14 0.41 3.62
H -1.49 2.83 3.53
H -1.14 4.01 1.47
H -0.91 2.66 -0.68
Se -1.58 3.64 -5.48
Sb -0.27 1.50 -5.06
Se 1.34 1.16 -2.99
Se -0.79 -0.81 -5.34
Se 1.16 2.24 -6.95

5.
59
Properties=species:S:1:pos:R:3 method="wB97M-V/def2-TZVPD" max_force_ev_per_a=1.1 total_energy_ev=-170404.1764 gap_ev="8.4 / 5.8" multiplicity=2 homo_ev="-8.434 / -8.276"
Cu 0.00 -0.11 0.31
O 0.35 4.58 -2.74
C -0.56 4.85 -1.83
O -1.07 5.94 -1.73
C -0.96 3.72 -0.94
C -1.91 3.77 0.07
Cl -2.79 5.14 0.52
N -2.02 2.53 0.63
N -1.14 1.70 0.02
C -0.50 2.39 -0.91
C 0.56 1.67 -1.72
O 1.10 2.28 -2.65
O 0.81 0.49 -1.35
C -2.89 2.04 1.67
C -3.86 2.85 2.25
C -4.68 2.35 3.25
C -4.57 1.04 3.68
C -3.62 0.23 3.08
C -2.79 0.72 2.09
H 0.58 3.60 -2.78
H -3.99 3.87 1.94
H -5.43 3.00 3.68
H -5.21 0.66 4.45
H -3.52 -0.81 3.38
H -2.06 0.07 1.64
S 1.45 0.61 1.88
C 1.98 -0.79 2.79
C 3.00 -0.60 3.73
C 3.41 -1.65 4.54
C 2.83 -2.90 4.41
C 1.84 -3.11 3.47
C 1.41 -2.06 2.65
As 0.12 -2.31 1.25
C -0.91 -3.80 2.00
C -1.64 -3.54 3.15
C -2.34 -4.56 3.78
C -2.31 -5.85 3.25
C -1.58 -6.10 2.10
C -0.88 -5.08 1.47
C 1.13 -3.17 -0.16
C 0.42 -3.54 -1.30
C 1.08 -4.07 -2.39
C 2.46 -4.22 -2.35
C 3.17 -3.83 -1.23
C 2.51 -3.30 -0.13
H 3.44 0.38 3.82
H 4.20 -1.48 5.26
H 3.16 -3.72 5.04
H 1.39 -4.09 3.36
H -1.64 -2.54 3.57
H -2.89 -4.36 4.69
H -2.85 -6.65 3.73
H -1.55 -7.10 1.68
H -0.29 -5.30 0.59
H -0.65 -3.40 -1.33
H 0.53 -4.37 -3.27
H 2.99 -4.62 -3.21
H 4.25 -3.93 -1.20
H 3.07 -2.99 0.75

6.
128
Properties=species:S:1:pos:R:3 method="wB97M-V/def2-TZVPD" total_charge=+1 max_force_ev_per_a=0.7 total_energy_ev=-336604.3655 gap_ev=6.5 homo_ev=-11.127
C 0.35 -5.04 -1.65
C -0.49 -3.87 -2.15
C -0.93 -2.92 -1.04
C 0.24 -2.14 -0.42
C -0.09 -0.75 0.14
C -0.54 -0.57 1.63
C -0.87 -1.95 2.27
N 0.24 -2.82 2.61
O -1.84 0.06 1.52
C -2.54 0.94 2.40
N -2.95 2.10 1.63
P -4.23 0.04 2.50
N -5.09 1.08 3.58
O -3.85 -1.19 3.53
C -1.78 1.44 3.72
C -2.49 1.05 5.02
P -1.87 3.37 3.82
O -1.19 4.12 2.77
O -1.26 3.67 5.26
O -3.43 3.64 4.03
N -0.25 0.91 3.76
Br -0.21 -0.70 4.94
C 0.69 1.80 4.62
C 1.33 3.10 4.13
C 2.34 3.60 5.17
F 3.11 2.55 5.59
Br 3.50 4.88 4.30
C 1.78 4.23 6.46
F 0.95 3.32 7.03
F 2.77 4.43 7.32
Br 0.81 5.85 6.20
C 0.39 0.46 2.36
C 1.86 0.04 2.65
C 2.65 -0.85 1.67
C 4.16 -0.63 1.83
O 4.87 -1.86 1.93
P 0.40 2.10 1.37
P 2.15 2.44 0.17
O 1.74 3.60 -0.63
O 3.34 2.65 1.22
O 2.65 1.21 -0.73
H -0.03 -5.40 -0.68
H 1.39 -4.77 -1.48
H 0.33 -5.88 -2.34
H 0.09 -3.30 -2.89
H -1.38 -4.25 -2.64
H -1.44 -3.53 -0.28
H -1.68 -2.22 -1.42
H 0.95 -1.96 -1.24
H 0.77 -2.75 0.31
H -0.90 -0.33 -0.45
H 0.76 -0.12 -0.06
H -1.46 -2.45 1.49
H -1.58 -1.78 3.08
H -0.09 -3.75 2.86
H 0.83 -2.47 3.35
H -3.46 1.78 0.81
H -2.17 2.65 1.30
H -5.31 1.94 3.07
H -5.99 0.65 3.78
H -4.49 -1.91 3.48
H -1.87 1.27 5.89
H -3.40 1.64 5.09
H -2.81 0.02 5.02
H -1.89 3.65 5.99
H -3.61 4.59 3.92
H 0.11 1.98 5.53
H 1.49 1.14 4.92
H 1.92 2.94 3.23
H 0.63 3.90 3.90
H 2.44 0.95 2.81
H 1.90 -0.46 3.62
H 2.47 -1.89 1.92
H 2.36 -0.71 0.64
H 4.38 -0.11 2.77
H 4.55 -0.04 1.00
H 4.93 -2.26 1.05
H -0.43 1.84 0.28
H 4.21 2.38 0.88
H 2.74 1.51 -1.65
C 8.25 3.66 -8.31
C 6.91 3.72 -8.70
C 5.91 3.86 -7.75
C 6.25 3.93 -6.40
C 7.59 3.87 -6.01
C 8.58 3.74 -6.97
C 7.98 3.92 -4.57
O 9.13 3.86 -4.22
C 6.88 4.03 -3.56
C 7.21 4.04 -2.21
C 6.21 4.15 -1.26
C 4.88 4.27 -1.65
C 4.55 4.26 -2.99
C 5.54 4.13 -3.95
C 5.16 4.09 -5.40
O 3.99 4.19 -5.73
H 9.02 3.56 -9.05
H 6.65 3.66 -9.74
H 4.87 3.91 -8.03
H 9.61 3.69 -6.64
H 8.25 3.96 -1.93
H 6.47 4.16 -0.21
H 4.09 4.37 -0.91
H 3.52 4.35 -3.31
C -6.39 -7.49 -5.33
C -7.75 -7.57 -5.03
C -8.29 -6.79 -4.02
C -7.47 -5.93 -3.30
C -6.11 -5.85 -3.59
C -5.57 -6.63 -4.61
C -5.20 -4.96 -2.82
O -4.02 -4.88 -3.07
C -5.80 -4.16 -1.71
C -4.97 -3.35 -0.94
C -5.50 -2.59 0.09
C -6.87 -2.64 0.35
C -7.70 -3.44 -0.40
C -7.16 -4.21 -1.43
C -8.08 -5.09 -2.22
O -9.27 -5.12 -1.99
H -5.98 -8.09 -6.12
H -8.39 -8.24 -5.58
H -9.34 -6.83 -3.77
H -4.52 -6.56 -4.82
H -3.91 -3.32 -1.17
H -4.85 -1.95 0.68
H -7.29 -2.03 1.15
H -8.76 -3.50 -0.22

7.
40
Properties=species:S:1:pos:R:3 method="wB97M-V/def2-TZVPD" max_force_ev_per_a=0.4 total_energy_ev=-24558.9981 gap_ev=8.8 smiles="COc1ccc(C(=O)/C=C/NCc2ccc(C)cc2)cc1" homo_ev=-8.088
C -2.10 -4.83 5.95
O -1.34 -3.69 5.61
C -1.37 -3.25 4.32
C -0.60 -2.12 4.05
C -0.57 -1.58 2.78
C -1.30 -2.16 1.74
C -1.31 -1.64 0.35
O -1.48 -2.40 -0.60
C -1.16 -0.21 0.19
C -1.19 0.33 -1.05
N -1.15 1.64 -1.34
C -0.97 2.17 -2.68
C 0.46 2.57 -2.95
C 0.76 3.81 -3.48
C 2.07 4.17 -3.74
C 3.12 3.29 -3.47
C 4.53 3.69 -3.75
C 2.81 2.04 -2.93
C 1.50 1.69 -2.68
C -2.05 -3.30 2.02
C -2.10 -3.84 3.29
H -1.76 -5.71 5.40
H -3.17 -4.67 5.78
H -1.93 -4.98 7.01
H -0.03 -1.69 4.85
H 0.06 -0.72 2.59
H -1.08 0.42 1.06
H -1.30 -0.34 -1.89
H -0.96 2.28 -0.59
H -1.63 3.03 -2.81
H -1.28 1.39 -3.38
H -0.03 4.51 -3.70
H 2.29 5.14 -4.16
H 4.81 4.54 -3.13
H 5.22 2.87 -3.55
H 4.64 3.98 -4.79
H 3.60 1.35 -2.72
H 1.28 0.71 -2.26
H -2.60 -3.76 1.21
H -2.70 -4.72 3.47

8.
8
Properties=species:S:1:pos:R:3 method="wB97M-V/def2-TZVPD" max_force_ev_per_a=3.3 total_energy_ev=-16493.2568 gap_ev=9.5 smiles="CN1SC1=O" homo_ev=-9.372
C -0.56 0.02 0.89
N 0.37 0.66 0.00
S -0.15 0.94 -1.71
C 0.97 -0.20 -1.18
O 1.76 -1.04 -1.39
H -0.90 0.78 1.59
H -1.43 -0.40 0.38
H -0.05 -0.76 1.43